No. 1
The following is a DFT calculation (ωB97M-V/def2-TZVPD) of a molecular structure, C31H35N6P2RuS.

E_HOMO, eV: -15.967
E, hartree: -2705.648527
Energy relative to the best compared isomer or geometry (same formula, charge and spin), eV: 2.608
Lowest unoccupied orbital energy, eV: -11.61

```
! RIJCOSX wB97M-V def2-TZVPD def2/J DEFGRID3
* xyz 3 1
Ru 0.69665 1.14522 0.56355
C -3.27664 2.02420 -2.92141
N -2.27293 1.03967 -3.34765
C -2.21554 0.49953 -4.62275
C -1.20931 -0.37599 -4.65087
N -0.64815 -0.38126 -3.36098
C -1.31644 0.52910 -2.55513
S -1.26224 0.93546 -0.88979
C 0.40216 -1.19595 -2.94842
C 0.71585 -2.42623 -3.66380
C 1.80001 -3.18379 -3.29740
C 2.52689 -2.77056 -2.18677
C 2.13555 -1.58478 -1.45195
N 1.05141 -0.84316 -1.91782
H -3.97507 2.16480 -3.74044
H -2.78734 2.96635 -2.68626
H -3.80617 1.65575 -2.04767
H -2.89369 0.80368 -5.40171
H -0.82227 -0.95337 -5.47128
H 0.09174 -2.75445 -4.48885
H 2.05936 -4.08078 -3.84384
H 3.41120 -3.31726 -1.87236
H 3.00814 -0.90316 -1.57847
C -1.09162 4.34428 0.05534
P 0.45581 3.51252 0.49854
C 0.98163 4.25795 2.08059
C 1.66284 4.25977 -0.64945
C 3.00402 3.56447 -0.44344
P 2.73794 1.76922 -0.68210
C 2.66593 1.71393 -2.51671
C 4.38467 1.08294 -0.30673
H -1.00160 5.41388 0.24850
H -1.95643 3.95608 0.59125
H -1.26041 4.19297 -1.01105
H 1.19145 5.31930 1.94005
H 1.88807 3.76730 2.43815
H 0.23305 4.16504 2.86497
H 1.71843 5.33592 -0.48105
H 1.30649 4.10814 -1.67169
H 3.40487 3.74431 0.55670
H 3.75816 3.90164 -1.15623
H 3.40567 2.39405 -2.94274
H 1.67203 2.01069 -2.85120
H 2.87675 0.72413 -2.91553
H 5.14449 1.65128 -0.84518
H 4.48927 0.03413 -0.59106
H 4.58760 1.16207 0.76222
N -4.15751 -6.93218 4.97546
C -3.62647 -6.02644 4.51191
C -2.95712 -4.89004 3.92954
C -3.00302 -4.69536 2.54908
C -2.34863 -3.61511 1.98638
C -1.65992 -2.71313 2.79538
C -1.62333 -2.90690 4.17208
C -2.26691 -3.99636 4.74062
C -0.96309 -1.54009 2.19156
C 0.21817 -1.84433 1.35836
C 0.67581 -3.23795 1.22440
C 1.77431 -3.21559 0.48616
C 2.05953 -1.79115 0.12560
N 0.98751 -0.99206 0.74366
C -1.40836 -0.30812 2.46121
C -2.58370 -0.00260 3.28969
C -2.68090 1.33121 3.35491
C -1.59131 1.84382 2.54928
N -0.83484 0.92076 2.02528
H -3.55665 -5.38867 1.93080
H -2.40084 -3.45971 0.91416
H -1.07722 -2.21636 4.80378
H -2.23664 -4.15476 5.80993
H 0.21086 -4.09053 1.69316
H 2.41056 -4.05438 0.23909
H 3.01514 -1.48604 0.56005
H -3.22949 -0.73831 3.74093
H -3.41153 1.92834 3.87642
H -1.40667 2.89300 2.37098
*
```

No. 2
The following is a DFT calculation (ωB97M-V/def2-TZVPD) of a molecular structure, C31H36BGeN8Pd at a distorted geometry.

E_HOMO (alpha / beta), eV: -11.526 / -11.530
E, hartree: -3870.193168
Energy relative to the best compared isomer or geometry (same formula, charge and spin), eV: 0.000
Lowest unoccupied orbital energy (alpha / beta), eV: -1.78 / -5.63

```
! RIJCOSX wB97M-V def2-TZVPD def2/J DEFGRID3
* xyz 1 5
Pd -0.77347 0.14634 -1.35597
B -3.10533 0.38854 -4.16206
N -2.63955 -0.98846 -3.54163
C -3.14431 -2.14730 -3.97065
C -2.51642 -3.19766 -3.31906
C -1.61049 -2.57915 -2.47580
N -1.68764 -1.24771 -2.63026
N -2.46135 1.64657 -3.47306
C -2.84856 2.89442 -3.74234
C -2.05430 3.78570 -3.03579
C -1.18057 2.97629 -2.33160
N -1.43140 1.68635 -2.61443
H -4.29468 0.46688 -4.01302
H -2.79013 0.38962 -5.32402
H -3.91252 -2.14904 -4.72576
H -2.69733 -4.25022 -3.44115
H -0.92354 -3.01216 -1.76590
H -3.66087 3.06965 -4.42759
H -2.10889 4.85926 -3.03681
H -0.39941 3.24585 -1.63768
C 1.40817 0.11442 -3.50886
N 1.27973 -0.07815 -2.02707
C 2.10964 0.95951 -1.33802
N 3.49317 0.85746 -1.74185
C 3.57281 1.03033 -3.19830
N 2.79384 0.01043 -3.90579
C 3.30479 -1.31039 -3.53072
N 3.21835 -1.52772 -2.08175
C 1.83710 -1.42384 -1.67790
C 3.98758 -0.48109 -1.39946
H 1.01056 1.09875 -3.75640
H 0.80507 -0.65013 -4.00032
H 2.01668 0.80693 -0.25933
H 1.71525 1.94161 -1.60907
H 4.61577 0.95708 -3.50468
H 3.19824 2.01995 -3.46431
H 4.34722 -1.38834 -3.83761
H 2.72916 -2.08058 -4.04609
H 1.75548 -1.55487 -0.59597
H 1.23695 -2.17682 -2.19138
H 5.03278 -0.55817 -1.69742
H 3.91631 -0.62555 -0.31913
C -0.59327 -0.23056 0.73336
Ge -0.44408 -0.10477 2.67984
C -1.05820 1.64675 3.22226
C -0.26309 2.48567 3.99962
C -0.72990 3.73434 4.38929
C -1.99281 4.15466 4.00157
C -2.79470 3.32530 3.22808
C -2.32939 2.07803 2.84258
C -1.56177 -1.54471 3.32674
C -2.76011 -1.82632 2.66974
C -3.60965 -2.81415 3.14621
C -3.26439 -3.53512 4.28047
C -2.07378 -3.26480 4.93973
C -1.22543 -2.27452 4.46562
C 1.47647 -0.31106 2.89037
C 2.28618 0.71623 2.39484
C 3.66866 0.60307 2.41542
C 4.25960 -0.54501 2.92990
C 3.46704 -1.57214 3.42070
C 2.08212 -1.45820 3.39609
H -0.42837 -1.10960 0.05585
H 0.72306 2.16585 4.31570
H -0.10715 4.37735 4.99733
H -2.35673 5.12678 4.30708
H -3.78347 3.64956 2.93125
H -2.97136 1.43534 2.24828
H -3.03929 -1.27379 1.77829
H -4.54019 -3.02074 2.63384
H -3.92511 -4.30677 4.65275
H -1.80643 -3.82297 5.82719
H -0.30901 -2.06193 5.00683
H 1.83383 1.62280 2.00444
H 4.28468 1.41113 2.04137
H 5.33781 -0.63600 2.95148
H 3.92620 -2.46553 3.82324
H 1.47807 -2.27882 3.76871
*
```

No. 3
The following is a DFT calculation (ωB97M-V/def2-TZVPD) of a molecular structure, C31H36CaGeN4O3S at a distorted geometry.

E_HOMO, eV: -6.752
E, hartree: -4800.416770
Energy relative to the best compared isomer or geometry (same formula, charge and spin), eV: 0.300
Lowest unoccupied orbital energy, eV: 0.23

```
! RIJCOSX wB97M-V def2-TZVPD def2/J DEFGRID3
* xyz 0 1
Ca -0.71718 -1.73033 -0.74483
C 6.16527 2.52627 -1.60958
C 5.16086 1.40540 -1.58049
C 5.52392 0.11233 -1.93356
C 4.59833 -0.92526 -1.91549
C 3.29219 -0.65447 -1.54578
C 2.90581 0.63176 -1.17702
C 3.83941 1.65006 -1.19961
S 2.11981 -1.95847 -1.47713
O 2.83806 -3.17087 -1.76382
O 1.01714 -1.61690 -2.41271
N 1.39998 -1.89754 -0.10065
C 1.89559 -2.01175 1.19266
C 3.19872 -2.16339 1.57861
C 3.54325 -2.21314 2.95301
C 2.59627 -2.11948 3.92666
C 1.23013 -1.97588 3.55713
C 0.18013 -1.87797 4.49930
C -1.10863 -1.74833 4.07838
C -1.36609 -1.71999 2.69156
N -0.42655 -1.80152 1.78379
C 0.87920 -1.92727 2.20148
H 7.18368 2.14498 -1.67334
H 6.08857 3.14495 -0.71455
H 6.00082 3.17686 -2.47114
H 6.54798 -0.09216 -2.22423
H 4.87575 -1.93474 -2.18573
H 1.89142 0.81709 -0.84876
H 3.54696 2.65182 -0.90283
H 3.97413 -2.25092 0.82852
H 4.58497 -2.32953 3.22434
H 2.86217 -2.15823 4.97570
H 0.41845 -1.91104 5.55655
H -1.93062 -1.68047 4.77785
H -2.38190 -1.63573 2.31977
C -1.89456 4.71098 -1.96823
N -0.87431 3.66953 -1.83920
N -1.10551 2.74729 -0.81779
C -0.73345 1.49172 -1.23790
O -0.68607 0.52049 -0.46720
C -0.37501 1.62316 -2.62290
C -0.50247 2.93357 -2.94228
C -0.33277 3.60289 -4.26156
C -1.11355 3.16687 0.54328
C -0.37194 4.26812 0.94547
C -0.38983 4.64749 2.28071
C -1.12814 3.92200 3.20533
C -1.85773 2.81670 2.78690
C -1.86236 2.43608 1.45460
H -2.06001 5.16078 -0.99348
H -2.83682 4.30680 -2.34651
H -1.52070 5.47793 -2.64143
H -0.01518 0.82059 -3.24589
H 0.03139 2.88469 -4.99186
H 0.38120 4.42486 -4.19314
H -1.27982 4.00541 -4.62562
H 0.22435 4.81141 0.22339
H 0.18713 5.50669 2.59752
H -1.13614 4.21510 4.24672
H -2.43663 2.24328 3.49957
H -2.43096 1.58050 1.11890
C -3.46526 -4.88621 -1.72880
Ge -4.00410 -3.56999 -0.37446
C -5.96119 -3.62146 -0.33386
C -3.44639 -4.32257 1.35484
C -3.17779 -1.89229 -0.74087
H -3.90994 -5.86380 -1.52881
H -2.37906 -5.01000 -1.74574
H -3.78123 -4.56087 -2.72271
H -6.32126 -4.63678 -0.14760
H -6.37305 -3.27657 -1.28468
H -6.34055 -2.96982 0.45666
H -3.81556 -5.34770 1.43812
H -3.85923 -3.74753 2.18819
H -2.35885 -4.34501 1.46177
H -3.49399 -1.15983 0.02278
H -3.62068 -1.54066 -1.68635
*
```

No. 4
The following is a DFT calculation (ωB97M-V/def2-TZVPD) of a molecular structure, C31H36CoN7S.

E_HOMO (alpha / beta), eV: -9.201 / -9.421
E, hartree: -3366.911069
Energy relative to the best compared isomer or geometry (same formula, charge and spin), eV: 0.042
Lowest unoccupied orbital energy (alpha / beta), eV: -2.92 / -2.92

```
! RIJCOSX wB97M-V def2-TZVPD def2/J DEFGRID3
* xyz 1 2
Co 0.34347 -0.02760 -0.58364
C 0.13945 2.71757 1.68593
N -0.00973 2.09794 0.37393
C -0.03015 2.90616 -0.62946
C 0.04673 2.43131 -1.97321
C -0.03848 3.10793 -3.19539
C 0.23823 2.15570 -4.17963
C 0.49605 0.95525 -3.50562
N 0.36956 1.11589 -2.18204
C -1.13758 2.94868 2.46618
C -2.32992 2.28861 2.19539
C -3.46280 2.49799 2.97189
C -3.42077 3.37971 4.03923
C -2.23758 4.05107 4.31860
C -1.11213 3.83718 3.53953
H 0.67315 3.67036 1.60754
H 0.78693 2.06843 2.28380
H -0.04990 3.98945 -0.47627
H -0.25186 4.15633 -3.33609
H 0.28368 2.31193 -5.24547
H 0.76021 -0.00638 -3.92303
H -2.37839 1.60581 1.35672
H -4.38302 1.97564 2.73948
H -4.30152 3.55050 4.64341
H -2.19358 4.75077 5.14290
H -0.19656 4.37308 3.76303
C 2.15453 -4.26226 -2.97331
N 2.16023 -3.96330 -1.55184
C 3.03188 -4.50384 -0.63107
C 2.77728 -3.92459 0.54621
N 1.74072 -3.00057 0.35665
C 1.35472 -3.05165 -0.96766
S 0.15903 -2.23495 -1.82245
C 1.31348 -2.14041 1.40580
C 1.95017 -2.23517 2.64382
C 1.49322 -1.46887 3.69426
C 0.42440 -0.60930 3.50081
C -0.09219 -0.52899 2.22754
N 0.33270 -1.26493 1.18982
H 2.77691 -5.13785 -3.13651
H 2.54661 -3.41442 -3.53317
H 1.13769 -4.46236 -3.30108
H 3.74496 -5.26339 -0.89508
H 3.22329 -4.11951 1.49835
H 2.81368 -2.85861 2.79270
H 1.98678 -1.53518 4.65473
H 0.02509 0.01179 4.28982
H -0.86647 0.19131 2.00024
N -4.31806 -1.18401 -1.75822
C -4.06601 -1.07003 -0.27991
C -2.56378 -0.97679 -0.06014
N -1.90529 0.08645 -0.81689
C -2.28965 0.10870 -2.23221
C -3.78695 0.03902 -2.46293
H -5.30857 -1.32416 -1.95425
H -3.81769 -2.00408 -2.11396
H -4.49840 -1.94304 0.20567
H -4.59509 -0.17443 0.04726
H -2.08771 -1.92231 -0.33583
H -2.38719 -0.83416 1.00284
H -2.06512 1.00164 -0.40726
H -1.80877 -0.72888 -2.74243
H -1.90646 1.01504 -2.69719
H -4.03100 -0.04861 -3.51983
H -4.32020 0.88920 -2.03689
C 5.07699 -0.02228 -0.23633
C 4.46114 -0.46662 -1.39905
C 3.07629 -0.45146 -1.51016
C 2.24590 -0.01088 -0.47157
C 2.90086 0.44377 0.67862
C 4.28622 0.44185 0.80401
H 6.15606 -0.02207 -0.15038
H 5.06644 -0.81186 -2.22973
H 2.62855 -0.78695 -2.44049
H 2.31644 0.81510 1.51777
H 4.74888 0.80962 1.71316
*
```

No. 5
The following is a DFT calculation (ωB97M-V/def2-TZVPD) of a molecular structure, C31H36F6IIrN2OP2S.

E_HOMO, eV: -13.798
E, hartree: -3469.510857
Energy relative to the best compared isomer or geometry (same formula, charge and spin), eV: 0.407
Lowest unoccupied orbital energy, eV: -5.97

```
! RIJCOSX wB97M-V def2-TZVPD def2/J DEFGRID3
* xyz 2 1
Ir -0.88435 1.08290 -0.56264
C -2.74763 3.21450 0.59037
C -1.71107 2.86316 1.62560
N -1.30883 1.44276 1.45441
C -2.28379 0.48605 2.06274
C -3.44369 0.06347 1.17597
S -2.97256 -0.11837 -0.58481
C -4.04619 1.12030 -1.39476
C -3.39596 2.48105 -1.66959
N -2.26249 2.78213 -0.75620
H -2.96242 4.28329 0.58516
H -3.68697 2.70022 0.78372
H -2.07772 3.01657 2.64022
H -0.82199 3.48144 1.52207
H -0.43759 1.31144 1.99474
H -2.65940 0.91521 2.99238
H -1.71357 -0.38661 2.34716
H -4.28939 0.74674 1.20984
H -3.80290 -0.91153 1.50304
H -4.94081 1.20271 -0.77987
H -4.35726 0.67274 -2.33733
H -4.14969 3.26709 -1.58228
H -3.01901 2.51613 -2.68923
H -1.76091 3.56479 -1.16740
I -0.74591 0.82069 -3.20452
C -0.07683 -1.06132 -3.86245
C -0.27384 -1.16074 -5.21177
C 0.11480 -2.32057 -5.90029
C 0.69553 -3.32753 -5.19514
C 0.91132 -3.22773 -3.79902
C 1.55827 -4.30963 -3.16190
C 1.83062 -4.26991 -1.83027
C 1.43286 -3.14627 -1.09712
C 0.77462 -2.06318 -1.64809
P 0.44087 -0.87354 -0.26791
C 2.16990 -0.46134 0.13457
C 2.86776 0.08048 -0.95163
C 4.21273 0.38546 -0.85052
C 4.88285 0.15021 0.34665
C 4.20489 -0.40674 1.41677
C 2.85398 -0.72489 1.31320
C -0.36625 -1.99104 0.91924
C -1.36409 -2.82586 0.40240
C -2.07033 -3.67578 1.23747
C -1.77957 -3.71566 2.59528
C -0.79077 -2.89436 3.11523
C -0.08928 -2.02692 2.28793
C 0.51075 -2.06928 -3.05421
H -0.72755 -0.35028 -5.76822
H -0.04502 -2.39287 -6.96642
H 1.01635 -4.23279 -5.69381
H 1.84205 -5.16397 -3.76282
H 2.33784 -5.08476 -1.33345
H 1.65683 -3.14986 -0.03859
H 2.36510 0.21675 -1.90680
H 4.74619 0.78065 -1.70579
H 5.93489 0.38646 0.43424
H 4.72223 -0.60197 2.34622
H 2.37072 -1.17278 2.16546
H -1.57489 -2.83457 -0.66087
H -2.83208 -4.32303 0.82350
H -2.32082 -4.39052 3.24509
H -0.56304 -2.90876 4.17291
H 0.61966 -1.35613 2.73874
C 2.39281 3.11848 1.18867
O 1.21931 2.33990 0.78702
C 0.75693 2.25960 -0.39411
C 1.39545 3.12234 -1.42542
H 2.23335 4.16526 0.93945
H 3.26245 2.71008 0.67708
H 2.45965 2.96551 2.26001
H 2.47700 2.97062 -1.43112
H 1.23834 4.17014 -1.14107
H 1.00115 2.95989 -2.42196
F 0.92307 0.67974 2.80661
P 0.85010 1.31131 4.38317
F 0.73952 1.93586 5.81713
F 0.32164 2.69207 3.66652
F -0.69345 0.80084 4.41306
F 2.36204 1.80818 4.18135
F 1.34349 -0.11407 4.90700
*
```

No. 6
The following is a DFT calculation (ωB97M-V/def2-TZVPD) of a single C31H36N2O2S molecule at a distorted geometry.

E_HOMO, eV: -7.499
E, hartree: -1861.040058
Lowest unoccupied orbital energy, eV: 0.63

```
! RIJCOSX wB97M-V def2-TZVPD def2/J DEFGRID3
* xyz 0 1
C -4.18409 0.52101 -4.52135
O -3.31211 -0.63036 -4.41590
C -1.96145 -0.44239 -4.36877
C -1.16636 -1.60219 -4.17588
C 0.08813 -1.46668 -3.61768
C 0.65639 -0.19884 -3.37839
S 2.30252 -0.06113 -2.75752
C 2.33867 -1.05307 -1.19353
C 1.38986 -0.46465 -0.20051
C 0.08792 -0.84492 -0.19423
N -0.82234 -0.57342 0.79422
C -2.20431 -0.28857 0.42611
C -2.28185 0.65409 -0.77565
C -1.79223 2.04554 -0.43587
C -2.64193 2.91943 0.24882
C -2.20454 4.18512 0.63196
C -0.91374 4.60720 0.28886
C -0.07587 3.76050 -0.44368
C -0.51433 2.47978 -0.79805
C -2.76174 0.28546 1.71132
O -3.93258 0.56625 1.94879
N -1.70724 0.46843 2.57929
C -1.87969 1.26156 3.77574
C -0.45740 -0.13434 2.15212
C 0.07074 -1.29357 3.09552
C -1.02283 -2.35399 3.19812
C 0.40904 -0.71412 4.46378
C 1.34480 -1.92695 2.54406
C 3.77137 -1.26004 -0.66870
C 4.50401 -2.38548 -1.06052
C 5.72870 -2.68046 -0.45003
C 6.26156 -1.80695 0.50756
C 5.56642 -0.63634 0.84426
C 4.34494 -0.34038 0.21579
C -0.09079 0.94661 -3.75896
C -1.34809 0.82809 -4.32354
H -5.18434 0.08922 -4.57288
H -4.10109 1.16033 -3.63297
H -3.96798 1.09878 -5.42768
H -1.58435 -2.57893 -4.40504
H 0.67105 -2.36384 -3.39136
H 1.94897 -2.02905 -1.51994
H 1.77551 0.24507 0.53569
H -0.35176 -1.37586 -1.05454
H -2.73804 -1.23202 0.21990
H -1.71130 0.23011 -1.61149
H -3.33665 0.69287 -1.08499
H -3.65035 2.58615 0.49926
H -2.87599 4.83151 1.20133
H -0.56808 5.60185 0.58419
H 0.92396 4.08233 -0.74393
H 0.13724 1.80172 -1.35475
H -2.53285 2.11179 3.55037
H -2.35419 0.66790 4.56979
H -0.90850 1.63339 4.11165
H 0.32863 0.64711 2.08947
H -1.22547 -2.81700 2.22514
H -0.70651 -3.14733 3.89064
H -1.95613 -1.92558 3.58379
H 1.05807 0.16633 4.37183
H -0.48254 -0.44600 5.03594
H 0.95450 -1.46357 5.05419
H 2.13984 -1.17929 2.42218
H 1.71286 -2.68886 3.25012
H 1.17460 -2.42708 1.58683
H 4.08168 -3.04099 -1.82589
H 6.27415 -3.57754 -0.74457
H 7.20999 -2.04482 1.00239
H 5.97513 0.06583 1.56965
H 3.82181 0.59602 0.43237
H 0.33905 1.94187 -3.62135
H -1.88051 1.71729 -4.68289
*
```

Among the records above, which one has the highest E? C31H36N2O2S